No. 1
This record from OMol25 describes a molecular structure, C21H38N5OPb2. The level of theory is wB97M-V/def2-TZVPD.

## Properties
* total charge: +3
* 2S+1: 1
* energy above the lowest of the compared OMol25 structures with the same formula, charge and spin: 264.3 kcal/mol

Atoms and positions in Å:
Pb 0.64 -2.29 -6.15
Pb -4.89 -2.01 -4.66
C -0.82 -0.42 -0.82
O -1.18 -0.95 -2.12
H -1.64 0.01 -0.25
H -0.40 -1.25 -0.25
H -0.07 0.37 -0.82
C -0.32 4.09 -4.68
C -0.97 5.05 -3.64
C -2.43 5.25 -3.98
C -3.33 4.08 -3.96
N -4.10 3.19 -3.96
H -0.31 4.45 -5.71
H -0.81 3.12 -4.70
H 0.76 4.00 -4.56
H -0.49 6.03 -3.69
H -0.75 4.58 -2.68
H -2.54 5.70 -4.97
H -2.86 5.95 -3.26
C 6.81 -2.78 -1.13
C 6.91 -1.28 -0.71
C 5.64 -0.47 -0.88
C 4.98 -0.48 -2.23
N 4.52 -0.52 -3.27
H 6.48 -2.80 -2.17
H 6.08 -3.34 -0.55
H 7.81 -3.20 -1.08
H 7.63 -0.83 -1.39
H 7.30 -1.16 0.30
H 5.80 0.56 -0.55
H 4.88 -0.92 -0.24
C 1.10 -8.75 0.86
C -0.16 -8.01 0.41
C 0.06 -6.56 0.10
C 0.99 -6.30 -0.99
N 1.70 -6.09 -1.89
H 0.86 -9.74 1.23
H 1.49 -8.23 1.74
H 1.88 -8.87 0.12
H -0.95 -8.15 1.15
H -0.63 -8.50 -0.45
H 0.43 -6.08 1.01
H -0.90 -6.13 -0.21
C 0.46 4.85 3.37
C 0.34 6.11 2.54
C 1.60 6.48 1.79
C 1.31 7.66 0.90
N 1.09 8.62 0.28
H 1.10 4.90 4.25
H 0.71 3.92 2.87
H -0.56 4.65 3.70
H 0.14 6.98 3.16
H -0.49 6.10 1.83
H 1.85 5.66 1.11
H 2.53 6.62 2.35
C -5.14 -2.35 4.55
C -4.57 -1.00 4.14
C -5.49 -0.18 3.22
C -6.89 0.07 3.65
N -7.99 0.28 4.00
H -5.34 -3.01 3.71
H -6.07 -2.23 5.10
H -4.41 -2.89 5.15
H -3.61 -1.16 3.64
H -4.25 -0.40 4.99
H -5.58 -0.72 2.28
H -4.98 0.77 3.08

=====

No. 2
This record from OMol25 describes a molecular structure, C16H36F3O20P2SZn. The level of theory is wB97M-V/def2-TZVPD.

## Properties
* total charge: +1
* 2S+1: 1

Atoms and positions in Å:
Zn 0.45 0.19 0.04
C -0.97 1.68 3.99
F -2.29 1.44 3.98
F -0.72 2.75 3.21
F -0.61 1.98 5.23
S -0.03 0.20 3.36
O -0.24 0.27 1.92
O 1.33 0.48 3.75
O -0.67 -0.94 3.96
C -1.07 -4.53 0.94
O -0.55 -3.24 0.65
P 0.99 -2.97 0.87
O 1.34 -1.57 0.56
O 1.26 -3.44 2.34
C 2.57 -3.25 2.90
O 1.72 -4.04 -0.05
C 2.08 -3.74 -1.39
H -0.59 -5.31 0.35
H -2.13 -4.59 0.70
H -1.01 -4.82 1.99
H 2.42 -2.79 3.87
H 3.20 -2.58 2.31
H 3.09 -4.20 3.01
H 2.05 -4.66 -1.97
H 3.09 -3.31 -1.42
H 1.43 -3.01 -1.87
C -2.20 -2.91 -2.44
O -2.89 -1.69 -2.18
P -2.70 -0.99 -0.77
O -1.31 -0.64 -0.48
O -3.70 0.23 -0.78
C -5.05 0.02 -1.23
O -3.36 -2.03 0.24
C -3.45 -1.63 1.62
H -1.30 -3.04 -1.84
H -1.99 -3.00 -3.50
H -2.87 -3.75 -2.21
H -5.10 0.32 -2.28
H -5.69 0.69 -0.66
H -5.40 -1.00 -1.10
H -3.39 -0.54 1.75
H -2.58 -2.02 2.16
H -4.35 -2.05 2.06
C 1.97 2.19 -3.17
O 1.35 1.12 -3.89
C 0.96 0.08 -3.17
O 0.97 0.01 -1.97
O 0.56 -0.94 -3.90
C 0.61 -0.89 -5.32
H 2.64 1.78 -2.41
H 1.25 2.87 -2.74
H 2.63 2.70 -3.87
H 0.16 0.02 -5.72
H 0.22 -1.79 -5.76
H 1.65 -0.78 -5.66
C 3.82 4.19 0.34
O 2.95 3.12 -0.05
C 3.08 1.92 0.50
O 2.33 1.02 0.22
O 4.09 1.84 1.33
C 4.20 0.62 2.09
H 3.96 4.32 1.41
H 3.37 5.09 -0.05
H 4.81 4.02 -0.10
H 4.59 -0.18 1.46
H 3.24 0.38 2.54
H 4.92 0.85 2.87
C -3.30 3.22 1.40
O -2.32 2.39 0.77
C -1.27 2.85 0.15
O -0.44 2.11 -0.33
O -1.21 4.17 0.11
C -0.19 4.75 -0.70
H -4.21 3.19 0.81
H -2.95 4.24 1.52
H -3.48 2.84 2.40
H 0.79 4.45 -0.31
H -0.30 5.83 -0.63
H -0.25 4.44 -1.74

=====

| no. | electronic energy (eV) |
| --- | --- |
| 1 | -42345.3891 |
| 2 | -144111.8180 |